The following is a quantum chemistry calculation of a molecular structure, C38H23N6O6Os, from OMol25.

Output
Total charge: +1
Maximum force: 0.39 eV Å⁻¹
Energy relative to the best compared isomer or geometry (same formula, charge and spin): 0.0 kJ/mol
LUMO energy (spin up / spin down): -5.3 / -5.4 eV
DFT total energy: -2332.17003 hartree
Gap between HOMO and LUMO (spin up / spin down): 0.22474 / 0.22213 Eh

Geometry as XYZ:
```
74
Properties=species:S:1:pos:R:3:forces:R:3
Os 0.057757 0.007945 -0.001368 -0.121 -0.004 -0.369
N 5.036171 2.113053 -8.693853 -0.001 0.000 -0.001
C 4.500679 1.925182 -7.695804 0.003 0.000 0.002
C 3.829522 1.692418 -6.444434 0.001 0.004 0.006
C 3.587039 2.757869 -5.581724 0.003 0.000 -0.010
C 2.941961 2.531159 -4.377836 0.021 0.006 -0.001
C 2.534425 1.246597 -4.035735 -0.014 -0.001 0.033
C 2.774925 0.184685 -4.901646 -0.022 0.002 -0.025
C 3.426061 0.403775 -6.103212 -0.002 -0.007 0.006
C 1.836197 1.000554 -2.740391 0.019 -0.004 -0.036
C 2.588856 1.002501 -1.604260 0.009 0.007 0.013
C 4.003506 1.257863 -1.476564 -0.008 -0.004 -0.011
C 4.298073 1.197900 -0.152884 -0.002 -0.009 0.013
C 3.068811 0.891258 0.518439 0.028 -0.029 -0.004
N 2.070512 0.777044 -0.321431 -0.081 0.063 0.046
C 0.415786 0.819721 -2.831142 -0.014 -0.026 0.022
C -0.343808 1.009740 -3.958635 0.030 0.023 -0.007
C -1.714193 0.844745 -3.609498 -0.028 -0.010 0.005
C -1.753574 0.553066 -2.285675 0.002 -0.001 -0.004
N -0.465479 0.532851 -1.757453 0.026 -0.047 0.115
H 3.903813 3.754185 -5.857148 -0.001 0.000 -0.001
H 2.750290 3.355681 -3.702772 -0.001 -0.002 0.000
H 2.456787 -0.814570 -4.632310 0.000 0.002 0.000
H 3.623369 -0.417043 -6.778623 0.002 0.000 0.000
H 4.674388 1.461767 -2.295076 0.002 -0.006 0.004
H 5.254715 1.340604 0.321382 0.000 0.002 -0.002
H 2.922781 0.744574 1.580250 -0.008 0.016 0.002
H 0.042423 1.263056 -4.932626 -0.004 0.001 0.000
H -2.561403 0.931603 -4.268665 0.004 0.003 -0.004
H -2.594206 0.338521 -1.648422 0.002 -0.007 0.009
C -3.313240 -2.726301 0.433129 -0.002 0.008 0.015
C -4.014386 -2.111959 1.470934 0.018 0.016 -0.002
C -3.561711 -0.918070 1.996499 -0.027 -0.015 0.007
C -2.405138 -0.337675 1.468791 -0.005 0.065 0.049
C -1.687483 -0.945179 0.427191 0.036 0.073 0.040
C -2.157180 -2.155707 -0.077789 0.015 -0.013 -0.030
C -1.868120 0.942303 1.897754 0.018 -0.001 -0.041
C -2.360235 1.671188 3.000729 -0.026 -0.048 0.003
C -1.818881 2.875665 3.310659 -0.007 0.035 0.042
C -0.819181 3.448742 2.486507 0.034 -0.021 -0.027
C -0.316226 4.744653 2.719425 -0.008 -0.011 0.004
C 0.580579 5.304712 1.852939 0.015 0.034 -0.004
C 0.982261 4.589820 0.713193 -0.002 -0.005 -0.002
C 0.523828 3.319218 0.472935 -0.034 -0.009 0.037
C -0.361092 2.710321 1.378208 -0.059 -0.038 0.005
N -0.835759 1.416519 1.159526 0.176 -0.089 0.013
H -3.676569 -3.661319 0.026087 -0.003 0.000 -0.003
H -4.912288 -2.569667 1.862418 -0.001 -0.001 0.001
H -4.113754 -0.445570 2.798321 -0.002 -0.010 -0.002
H -1.622284 -2.653451 -0.878898 -0.001 -0.006 0.003
H -3.149576 1.245688 3.600833 0.005 0.005 -0.003
H -2.166912 3.429188 4.174321 -0.003 0.001 -0.004
H -0.668054 5.291804 3.584764 -0.004 -0.005 0.001
H 0.959516 6.302232 2.026507 0.004 -0.003 0.000
H 1.656299 5.052701 0.004470 -0.002 -0.003 -0.004
H 0.817875 2.798185 -0.423207 0.018 -0.017 -0.025
O 1.038395 -1.789196 -0.590310 0.065 0.073 0.036
C 1.307488 -2.061733 0.615378 0.000 0.086 0.085
O 0.875502 -1.234826 1.486542 -0.049 -0.026 0.032
C 2.088330 -3.247728 1.000998 -0.004 -0.034 -0.033
C 2.259809 -3.554181 2.345408 -0.006 0.007 0.005
C 3.004307 -4.669109 2.670387 -0.028 -0.018 -0.022
C 3.584107 -5.484254 1.717217 0.003 -0.001 0.003
C 3.390313 -5.140791 0.393058 -0.018 -0.017 -0.004
C 2.652155 -4.040921 0.009195 -0.015 -0.024 -0.002
N 4.002971 -5.985696 -0.657927 0.093 0.048 -0.010
O 4.632058 -6.951051 -0.291998 -0.039 -0.008 0.004
O 3.839760 -5.635768 -1.807264 -0.035 -0.020 0.016
N 3.192218 -5.004829 4.100148 0.117 0.080 -0.017
O 3.867189 -5.975275 4.352827 -0.038 -0.039 0.015
O 2.670369 -4.268310 4.908486 -0.043 -0.021 0.022
H 1.823012 -2.944310 3.122737 -0.001 0.000 -0.003
H 4.164607 -6.351272 1.995734 -0.001 -0.001 -0.002
H 2.521234 -3.809900 -1.037768 0.002 0.004 -0.001
```
Forces are in eV/Å.



The following is a quantum chemistry calculation of a molecular structure, C30H28F2N5O9RhS2 in a non-equilibrium geometry, from OMol25.

Output
Maximum force: 2.22 eV Å⁻¹
Energy relative to the best compared isomer or geometry (same formula, charge and spin): 31.8 kJ/mol
LUMO energy: -0.4 eV
DFT total energy: -3217.64690 hartree
Gap between HOMO and LUMO: 0.28905 Eh

Geometry as XYZ:
```
77
Properties=species:S:1:pos:R:3:forces:R:3
Rh -0.114841 0.239254 -0.109283 0.695 -0.787 0.766
F 0.710304 5.479595 -0.829665 0.062 0.199 -0.189
C 0.459837 4.470494 0.011737 0.145 -0.195 0.175
C 0.493429 3.179039 -0.465675 0.141 -0.208 -0.299
C 0.184468 2.141222 0.390135 -0.629 -0.333 -0.224
C -0.043026 2.394141 1.753860 0.382 -0.034 0.084
C -0.023864 3.709167 2.177930 0.188 -0.005 0.028
F -0.208318 3.999520 3.480847 -0.113 0.078 0.146
C 0.202198 4.766657 1.327378 -0.056 0.334 0.237
C -0.280599 1.223717 2.588811 -0.063 0.365 0.037
C -0.428465 1.193035 3.973410 0.022 0.119 0.261
C -0.609552 -0.012667 4.622204 0.005 0.233 0.019
C -0.663721 -1.175825 3.877662 -0.020 -0.162 0.056
C -0.531948 -1.080202 2.512177 -0.037 -0.199 -0.204
N -0.326803 0.083006 1.884191 -0.517 -0.500 0.337
H 0.738262 3.024784 -1.503718 -0.115 -0.001 -0.026
H 0.202869 5.785363 1.688085 -0.020 -0.030 0.013
H -0.395418 2.115799 4.528166 0.000 -0.019 -0.005
H -0.716472 -0.048560 5.699368 0.002 0.069 -0.036
H -0.816500 -2.137231 4.347209 -0.012 -0.014 -0.083
H -0.597264 -1.956146 1.883309 -0.003 0.035 -0.088
C 2.798618 -4.379337 -0.464920 0.070 0.027 -0.032
O 1.494756 -3.800330 -0.524015 0.012 0.002 -0.155
C 1.310743 -2.508604 -0.288734 0.131 -0.097 0.452
O 0.190973 -2.057651 -0.256626 -0.764 0.042 -0.176
N 2.422146 -1.782309 0.063457 0.195 -0.135 -0.083
N 2.245250 -0.405232 0.278194 -1.100 0.521 -0.674
H 2.649392 -5.443955 -0.601819 -0.016 -0.032 -0.020
H 3.267064 -4.200736 0.502571 -0.021 0.027 0.030
H 3.434850 -4.006678 -1.270654 -0.051 0.021 -0.025
H 3.278020 -2.031646 -0.406834 0.125 0.049 -0.006
H 2.626879 0.115282 -0.512988 0.226 0.058 -0.029
H 2.693452 -0.145357 1.143270 -0.099 0.128 0.184
C -0.923394 -3.617033 -6.406746 -0.092 0.023 0.117
C -1.873882 -2.730148 -5.643074 0.015 -0.041 -0.017
C -1.802558 -1.343582 -5.751311 -0.001 0.024 -0.012
C -2.707563 -0.531895 -5.087213 -0.027 -0.032 0.009
C -3.685426 -1.109932 -4.292124 0.054 -0.004 -0.053
C -3.771272 -2.486672 -4.163607 -0.072 -0.018 0.128
C -2.864024 -3.288858 -4.836253 0.081 0.055 -0.111
S -4.913237 -0.099067 -3.529119 -0.260 0.513 -0.132
O -5.545465 -0.818962 -2.461006 0.070 -0.098 0.033
O -5.753749 0.417120 -4.577621 0.098 -0.063 -0.132
N -4.015356 1.098477 -2.873038 0.068 -0.079 0.288
C -4.562481 1.876865 -1.745034 -0.376 -0.476 0.051
C -4.386723 1.142842 -0.417325 0.817 -0.197 -0.059
C -2.904532 1.180255 -0.014584 -0.820 0.320 0.336
O -2.506051 2.170017 0.592979 0.095 -0.610 -0.394
O -2.228073 0.119083 -0.354019 1.966 1.002 0.233
H -0.134312 -3.035210 -6.883502 -0.007 -0.024 0.031
H -1.460634 -4.164219 -7.184950 0.045 0.006 0.008
H -0.465571 -4.351943 -5.741300 0.024 0.036 -0.056
H -1.036926 -0.892963 -6.374618 -0.021 -0.006 0.025
H -2.656416 0.545171 -5.196489 0.041 -0.062 -0.063
H -4.550056 -2.912519 -3.541186 0.093 0.018 -0.017
H -2.926093 -4.368017 -4.745966 -0.020 0.043 0.028
H -3.494567 1.638310 -3.549790 -0.036 -0.008 0.090
H -5.627630 2.065679 -1.906940 0.038 0.135 -0.002
H -4.037269 2.827884 -1.699004 0.050 0.020 -0.178
H -4.721177 0.117811 -0.520622 -0.168 -0.050 0.049
H -4.933375 1.661421 0.367324 -0.092 0.008 -0.035
O -1.317315 2.075146 -2.611494 -0.431 0.392 -0.002
C -0.400380 1.370310 -2.945279 0.213 -0.414 0.301
N 0.270192 0.493712 -2.108373 0.014 -0.018 -1.312
S 1.486870 -0.263085 -2.920756 0.189 0.058 0.479
O 2.765067 0.249366 -2.449071 0.011 0.036 0.025
O 1.394841 -1.698253 -2.894730 -0.217 -0.097 -0.105
C 1.145544 0.416157 -4.505007 -0.059 0.026 0.097
C 1.742885 0.186569 -5.729799 0.244 -0.337 0.188
C 1.346149 0.977436 -6.796628 -0.010 0.012 -0.004
C 0.390105 1.973477 -6.618175 -0.106 0.057 0.003
C -0.219594 2.160535 -5.384490 -0.135 0.203 -0.050
C 0.159415 1.354506 -4.329738 0.006 0.049 -0.224
H 2.484777 -0.595079 -5.846446 0.011 0.107 -0.012
H 1.792269 0.827908 -7.771663 -0.007 0.000 0.032
H 0.116895 2.604572 -7.454439 -0.016 -0.023 0.022
H -0.961890 2.932127 -5.219648 -0.033 -0.042 -0.073
```
Forces are in eV/Å.



The following is a quantum chemistry calculation of 2 unconnected molecules or ions with the total composition C8H8N4O4 in a non-equilibrium geometry, from OMol25.

Output
Maximum force: 6.47 eV Å⁻¹
Energy relative to the best compared isomer or geometry (same formula, charge and spin): 445.4 kJ/mol
LUMO energy: 0.3 eV
DFT total energy: -829.59076 hartree
Gap between HOMO and LUMO: 0.33197 Eh
SMILES: O=c1cc[nH]c(=O)[nH]1.O=c1cc[nH]c(=O)[nH]1

Geometry as XYZ:
```
24
Properties=species:S:1:pos:R:3:forces:R:3
O -0.997994 -0.609091 0.230319 -2.720 0.396 -0.296
C -1.401933 0.480543 0.446298 -0.118 3.561 1.820
C -0.802401 1.454674 1.409597 1.256 -1.908 1.738
C -1.186964 2.735960 1.375084 0.726 1.449 1.253
N -2.231886 3.150078 0.623762 1.449 5.647 0.519
C -2.989291 2.355943 -0.150795 3.587 0.168 3.038
O -3.901537 2.830444 -0.684782 -4.360 0.497 -3.353
N -2.522210 1.073607 -0.126558 -2.995 -1.624 -3.597
H -0.164714 0.957243 2.243616 -0.772 1.342 -1.895
H -0.806164 3.664886 1.925100 0.041 -2.121 -0.257
H -2.288870 4.280288 0.516123 -0.469 -4.112 0.100
H -3.107605 0.664041 -0.906527 1.348 -0.742 1.349
O 0.620359 -1.477785 1.766876 1.124 -0.330 -0.018
C 1.033502 -1.561793 0.645049 2.442 -0.103 -2.017
C 0.415322 -1.859927 -0.632288 -0.359 -5.542 -3.320
C 1.221432 -2.278070 -1.721915 -2.530 0.036 1.123
N 2.603488 -2.237456 -1.768727 -2.956 0.196 0.114
C 3.237485 -1.590829 -0.770940 1.300 0.562 0.296
O 4.396970 -1.261242 -0.771710 1.322 -0.243 -0.621
N 2.468996 -1.287284 0.276492 -1.920 0.380 6.053
H -0.633350 -2.458446 -0.729736 2.657 2.129 0.407
H 0.617732 -2.694191 -2.604363 1.568 0.543 1.286
H 3.045962 -2.459180 -2.605220 1.159 -0.173 -1.349
H 3.002997 -1.124867 1.200049 -0.779 -0.009 -2.375
```
Forces are in eV/Å.